Entry 1:
Molecular formula: FH2NO3S
Method: DFT, the ωB97M-V functional and the def2-TZVPD basis

As for the spin multiplicity: 3. As for the HOMO energy (alpha / beta): -8.3826 / -10.1222 eV. For the relative energy (zero: lowest compared OMol25 entry of this formula, charge and spin), the calculation gives 0.000 eV. Its frontier orbital gap (alpha / beta) is 8.841 / 5.669 eV. For the total energy, the calculation gives -21211.7261 eV. The lowest unoccupied orbital energy (alpha / beta) comes out at 0.46 / -4.45 eV.

Each atom is followed by the atoms it is bonded to, with distances in Å.
Positions of all 8 atoms, in Å:
1 O -1.62482 0.27185 -1.82277  S7 1.431
2 F 0.35419 1.75443 -1.72131  S7 1.674
3 H -0.78778 -0.80830 1.24728  N4 1.111
4 N 0.25190 -0.45606 1.41883  H3 1.111, O5 1.255, H6 1.113
5 O 0.98761 -1.15548 2.15619  N4 1.255
6 H 0.51776 0.60769 1.22625  N4 1.113
7 S -0.19821 0.18225 -1.88420  O1 1.431, F2 1.674, O8 1.555
8 O 0.49935 -0.39640 -0.62026  S7 1.555

Löwdin analysis output, partial charges in e:
1 O -0.3438
2 F -0.2946
3 H 0.1714
4 N -0.1909
5 O -0.0911
6 H 0.1737
7 S 0.9432
8 O -0.3679



Entry 2:
Molecular formula: FH2NS
Method: DFT, the ωB97M-V functional and the def2-TZVPD basis

As for the spin multiplicity: 3. As for the HOMO energy (alpha / beta): -7.1149 / -10.7107 eV. For the relative energy (zero: lowest compared OMol25 entry of this formula, charge and spin), the calculation gives 2.830 eV. Its frontier orbital gap (alpha / beta) is 7.646 / 7.541 eV. For the total energy, the calculation gives -15067.2895 eV. The lowest unoccupied orbital energy (alpha / beta) comes out at 0.53 / -3.17 eV.

Each atom is followed by the atoms it is bonded to, with distances in Å.
Positions of all 5 atoms, in Å:
1 F 1.54524 0.23612 -0.21525  N2 1.398
2 N 0.22587 -0.10404 -0.52662  F1 1.398, S4 1.712
3 H -1.07105 1.38487 0.43452  S4 1.364
4 S -0.78850 0.11187 0.83511  N2 1.712, H3 1.364
5 H 0.08844 -1.62883 -0.52776  no bonds

Löwdin analysis output, partial charges in e:
1 F -0.1593
2 N -0.4471
3 H -0.1149
4 S 0.6676
5 H 0.0537